# 1
Below is a 2-piece molecular cluster, C37H63Cl2F14N2O2S3 overall at a distorted geometry, with properties calculated with wB97M-V/def2-TZVPD.

```
123
C37H63Cl2F14N2O2S3 (wB97M-V/def2-TZVPD)
C 1.09 6.44 2.94
C 2.15 6.99 1.95
C 2.58 5.98 0.87
C 2.70 6.60 -0.56
N 1.88 5.83 -1.54
C 2.66 5.41 -2.71
C 3.88 4.55 -2.35
C 3.59 3.44 -1.31
C 3.35 2.05 -1.96
C 2.08 1.27 -1.45
C 1.98 0.07 -2.41
C 0.63 -0.67 -2.62
C -0.26 -0.99 -1.43
F -0.69 0.09 -0.71
O 0.99 2.20 -1.49
C 0.49 2.50 -2.70
O 1.07 2.59 -3.72
C -1.03 2.74 -2.71
C -1.66 2.10 -3.95
C -3.19 1.90 -3.85
F -3.64 2.44 -2.72
F -3.80 2.49 -4.88
C -3.50 0.38 -3.95
F -2.74 -0.26 -3.04
F -3.05 0.00 -5.14
C -5.02 0.00 -3.86
F -5.78 1.03 -3.55
F -5.39 -0.32 -5.10
C -5.35 -1.27 -3.01
F -6.53 -1.69 -3.44
F -4.53 -2.25 -3.28
S -5.53 -1.01 -1.16
F -4.17 -1.82 -0.90
F -4.68 0.32 -1.17
F -6.88 -0.26 -1.34
F -6.29 -2.41 -1.07
F -5.70 -0.87 0.40
C 2.43 0.99 0.07
Cl 1.44 2.11 1.12
C 2.19 -0.42 0.65
C 3.10 -1.54 0.12
Cl 2.69 -0.30 2.43
C 0.70 6.48 -1.84
S 0.19 6.94 -3.33
S -0.27 6.89 -0.38
C -2.03 6.63 -0.78
C -2.71 6.14 0.54
C -3.63 4.91 0.30
H 0.17 7.02 2.81
H 1.42 6.62 3.97
H 0.87 5.38 2.81
H 3.03 7.31 2.52
H 1.73 7.89 1.49
H 1.80 5.21 0.83
H 3.49 5.44 1.14
H 3.74 6.69 -0.86
H 2.29 7.61 -0.50
H 3.05 6.33 -3.18
H 2.06 4.93 -3.49
H 4.23 4.09 -3.28
H 4.68 5.21 -2.00
H 4.49 3.34 -0.69
H 2.80 3.79 -0.65
H 3.33 2.16 -3.05
H 4.20 1.41 -1.69
H 2.24 0.48 -3.39
H 2.76 -0.67 -2.24
H 0.04 -0.09 -3.34
H 0.85 -1.61 -3.13
H -1.15 -1.51 -1.80
H 0.25 -1.73 -0.79
H -1.44 2.41 -1.75
H -1.14 3.82 -2.81
H -1.14 1.19 -4.26
H -1.52 2.80 -4.78
H 3.46 1.27 0.31
H 1.15 -0.70 0.74
H 4.09 -1.21 -0.16
H 2.58 -2.00 -0.74
H 3.11 -2.32 0.88
H -2.19 5.92 -1.59
H -2.46 7.61 -0.99
H -3.24 6.97 1.02
H -1.94 5.82 1.24
H -4.53 4.98 0.90
H -3.06 4.01 0.54
H -3.94 4.89 -0.74
C -0.69 -3.28 3.27
C 0.34 -3.62 2.19
C 0.15 -5.00 1.53
C -0.24 -6.19 2.39
N 0.76 -6.79 3.37
C 1.60 -7.88 2.73
C 2.69 -7.13 1.99
C 2.96 -5.89 2.85
C 1.83 -5.85 3.87
C 0.01 -7.33 4.58
C -0.93 -8.50 4.35
C -2.26 -8.22 3.65
H -0.75 -4.04 4.05
H -0.41 -2.34 3.76
H -1.68 -3.15 2.83
H 1.35 -3.53 2.60
H 0.29 -2.86 1.41
H 1.02 -5.22 0.90
H -0.68 -4.88 0.82
H -0.51 -7.00 1.72
H -1.13 -5.93 2.96
H 2.01 -8.48 3.54
H 0.98 -8.50 2.09
H 2.35 -6.85 1.00
H 3.58 -7.75 1.85
H 3.00 -4.99 2.23
H 3.93 -5.95 3.35
H 1.41 -4.87 4.09
H 2.20 -6.26 4.81
H -0.51 -6.48 5.03
H 0.78 -7.65 5.29
H -1.18 -8.88 5.35
H -0.41 -9.32 3.84
H -2.75 -7.33 4.04
H -2.94 -9.06 3.80
H -2.15 -8.12 2.57
```

Output
E_HOMO, eV: -9.30
Net charge: +1
Multiplicity: 1

Atom charges from the Mulliken analysis, given in e for atoms 1 to 4: atom 1 (C): -1.010, atom 2 (C): -0.619, atom 3 (C): -0.254, atom 4 (C): -1.383


# 2
Below is a 2-piece molecular cluster, C9H15IN3 overall at a distorted geometry, with properties calculated with wB97M-V/def2-TZVPD.

```
28
C9H15IN3 (wB97M-V/def2-TZVPD)
C 1.94 -1.94 -0.69
C 3.68 -1.19 0.53
C 0.99 -1.17 0.06
C 1.62 -0.38 1.08
C 0.79 0.09 3.33
C -0.80 -1.61 -1.63
C -2.38 1.57 -1.83
C 0.91 0.64 1.90
C -0.37 -1.28 -0.26
N 3.21 -1.88 -0.50
N 2.90 -0.50 1.32
N -0.99 1.44 -1.43
I -1.87 -1.36 1.19
H 1.60 -2.68 -1.41
H 4.75 -1.20 0.72
H 1.77 -0.04 3.76
H 0.28 -0.87 3.34
H 0.22 0.80 3.93
H -0.90 -2.70 -1.73
H -1.79 -1.20 -1.84
H -0.10 -1.25 -2.37
H -3.02 1.17 -1.04
H -2.68 2.61 -2.00
H -2.55 1.01 -2.74
H 1.53 1.54 1.93
H -0.06 0.89 1.48
H -0.78 2.05 -0.65
H -0.37 1.68 -2.19
```

Output
E_HOMO, eV: -13.02
Net charge: +1
Energy relative to the best compared isomer or geometry (same formula, charge and spin), kJ/mol: 0.0
Multiplicity: 1

Atom charges from the Mulliken analysis, given in e for atoms 1 to 4: atom 1 (C): -0.454, atom 2 (C): -0.194, atom 3 (C): 1.053, atom 4 (C): 0.487


# 3
Below is one molecule with the formula C6H10, with properties calculated with wB97M-V/def2-TZVPD.

```
16
C6H10 (wB97M-V/def2-TZVPD)
C -0.61 -0.88 1.83
C -0.50 -0.53 0.35
C -0.37 0.99 0.04
C 0.29 1.02 -1.35
C 1.04 -0.31 -1.37
C 0.55 -1.29 -0.44
H 0.29 -0.56 2.36
H -0.72 -1.96 1.97
H -1.47 -0.38 2.29
H -1.41 -0.90 -0.17
H -1.32 1.53 0.08
H 0.30 1.45 0.78
H 0.93 1.89 -1.53
H -0.46 1.00 -2.15
H 1.65 -0.60 -2.21
H 1.80 -0.48 -0.47
```

Output
E_HOMO, eV: -8.33
Energy relative to the best compared isomer or geometry (same formula, charge and spin), kJ/mol: 295.7
Multiplicity: 1

Atom charges from the Mulliken analysis, given in e for atoms 1 to 4: atom 1 (C): -1.406, atom 2 (C): 0.772, atom 3 (C): -0.831, atom 4 (C): -0.513


# 4
Below is C38H38MnN3O4P2S2 as an isolated structure, with properties calculated with wB97M-V/def2-TZVPD.

```
88
C38H38MnN3O4P2S2 (wB97M-V/def2-TZVPD)
Mn -0.55 -0.49 -1.62
C 0.02 1.22 3.73
C -0.77 2.25 2.91
P -0.61 2.01 1.07
C -1.65 3.41 0.53
C -3.02 3.35 0.81
C -3.88 4.35 0.38
C -3.40 5.41 -0.37
C -2.05 5.47 -0.67
C -1.18 4.48 -0.23
C 1.08 2.61 0.74
C 1.80 1.96 -0.27
C 3.09 2.35 -0.58
C 3.69 3.39 0.12
C 2.99 4.04 1.13
C 1.69 3.65 1.43
P 0.67 -0.20 2.72
C 1.64 -1.04 4.03
C 1.07 -1.79 5.07
C 1.88 -2.38 6.03
C 3.26 -2.22 5.98
C 3.83 -1.48 4.96
C 3.02 -0.91 3.98
C -0.77 -1.31 2.60
C -2.08 -0.92 2.85
C -3.14 -1.80 2.65
C -2.89 -3.09 2.21
C -1.58 -3.49 1.95
C -0.53 -2.61 2.14
H -0.55 0.88 4.60
H 0.93 1.68 4.13
H -0.51 3.27 3.20
H -1.84 2.16 3.10
H -3.42 2.51 1.36
H -4.94 4.27 0.59
H -4.07 6.18 -0.73
H -1.66 6.29 -1.27
H -0.13 4.53 -0.49
H 1.34 1.13 -0.79
H 3.62 1.83 -1.37
H 4.71 3.68 -0.12
H 3.46 4.85 1.68
H 1.16 4.18 2.21
H 0.00 -1.92 5.11
H 1.43 -2.97 6.82
H 3.88 -2.68 6.74
H 4.90 -1.37 4.90
H 3.47 -0.37 3.15
H -2.30 0.08 3.21
H -4.16 -1.48 2.84
H -3.71 -3.78 2.05
H -1.37 -4.49 1.59
H 0.48 -2.91 1.93
O 2.48 -2.09 0.74
C 1.74 -2.07 -0.24
O 0.77 -1.25 -0.38
C 1.98 -3.11 -1.35
C 3.20 -3.79 -1.23
C 3.60 -4.76 -2.12
C 2.76 -5.09 -3.17
C 1.54 -4.44 -3.30
C 1.12 -3.44 -2.41
S -0.50 -2.79 -2.74
H 3.82 -3.51 -0.39
H 4.56 -5.25 -2.00
H 3.03 -5.85 -3.89
H 0.87 -4.71 -4.11
N -2.63 -1.21 -0.95
C -3.53 -0.06 -0.90
C -3.01 1.10 -1.77
O -3.82 1.92 -2.19
O -1.74 1.14 -1.94
H -2.87 -1.86 -1.69
H -2.61 -1.75 -0.09
H -3.55 0.32 0.13
H -4.56 -0.29 -1.19
S 0.95 0.80 -3.58
C 0.21 0.36 -5.01
N -0.42 -0.77 -5.29
C -0.89 -0.83 -6.66
C -0.75 0.63 -7.11
N 0.17 1.16 -6.11
H -0.37 -1.57 -4.65
H -1.92 -1.18 -6.71
H -0.27 -1.50 -7.26
H -1.71 1.15 -7.08
H -0.33 0.72 -8.12
H 0.32 2.15 -5.97
```

Output
E_HOMO (spin up / spin down), eV: -4.53 / -4.67
<S²>: 8.755
Net charge: -1
Multiplicity: 6

Atom charges from the Mulliken analysis, given in e for atoms 1 to 4: atom 1 (Mn): 0.127, atom 2 (C): -1.289, atom 3 (C): -1.551, atom 4 (P): 1.483


# 5
Below is C18H106HgN24O44 as an isolated structure at a distorted geometry, with properties calculated with wB97M-V/def2-TZVPD.

```
193
C18H106HgN24O44 (wB97M-V/def2-TZVPD)
Hg 2.46 0.53 -3.13
C -1.05 -0.59 -0.61
C -0.96 -0.75 0.78
C 0.28 -0.42 1.60
O 0.20 -0.56 2.83
C 1.38 0.14 0.98
C 1.37 0.48 -0.37
C 0.04 -0.05 -1.23
O 0.16 0.08 -2.55
O 2.23 1.14 -1.04
O -1.95 -1.24 1.36
H -1.93 -1.04 -1.00
H 2.28 0.30 1.61
C -0.87 -4.76 -2.56
O -0.87 -5.71 -3.33
N -0.90 -5.01 -1.20
N -0.98 -3.46 -3.04
H -0.93 -4.18 -0.63
H -0.33 -5.74 -0.79
H -1.26 -3.33 -4.00
H -0.97 -2.66 -2.45
C 7.03 -1.45 0.58
O 6.64 -1.27 -0.57
N 6.79 -0.53 1.51
N 7.84 -2.42 0.91
H 5.86 -0.12 1.30
H 6.94 -0.77 2.48
H 8.40 -2.37 1.74
H 8.24 -2.90 0.11
C 2.58 -2.11 -4.96
O 2.78 -1.88 -3.76
N 3.14 -1.35 -5.96
N 1.69 -3.04 -5.26
H 2.92 -1.44 -6.94
H 3.75 -0.57 -5.78
H 1.17 -3.21 -6.11
H 1.28 -3.39 -4.40
C -0.58 4.54 -0.89
O 0.47 5.11 -0.55
N -1.41 5.07 -1.80
N -0.89 3.34 -0.37
H -1.15 5.99 -2.08
H -2.32 4.61 -1.79
H -0.26 3.15 0.40
H -1.75 2.81 -0.34
C 1.36 0.65 7.17
O 1.81 -0.16 6.38
N 0.77 1.86 6.75
N 1.53 0.43 8.47
H 0.48 1.94 5.74
H 0.39 2.59 7.33
H 2.18 -0.30 8.69
H 0.94 0.83 9.19
C -0.80 -4.63 2.40
O -0.11 -5.12 1.51
N -2.08 -5.07 2.51
N -0.39 -3.61 3.32
H -2.63 -4.91 3.35
H -2.16 -6.01 2.22
H 0.52 -3.23 3.40
H -1.08 -3.15 3.88
C -6.61 -0.71 1.92
O -5.94 -0.81 0.92
N -6.27 -1.46 3.06
N -7.63 0.10 1.91
H -6.44 -1.03 3.95
H -5.28 -1.65 2.90
H -8.17 0.18 1.06
H -8.21 0.19 2.68
C -3.98 2.33 -0.20
O -3.71 3.49 -0.58
N -4.35 2.04 1.08
N -3.97 1.25 -1.08
H -4.86 1.17 1.19
H -4.78 2.85 1.53
H -3.92 0.37 -0.59
H -3.24 1.38 -1.82
C 5.07 0.43 4.66
O 6.16 0.48 4.03
N 4.79 -0.45 5.68
N 4.16 1.37 4.34
H 5.48 -1.19 5.78
H 3.83 -0.66 5.84
H 4.45 2.01 3.63
H 3.21 1.38 4.73
C -3.59 3.85 -4.89
O -2.53 3.24 -4.73
N -4.45 3.96 -3.88
N -3.79 4.54 -5.98
H -5.31 4.47 -3.97
H -4.12 3.62 -3.00
H -4.58 5.08 -6.22
H -3.16 4.29 -6.75
C -5.53 -5.52 -1.26
O -6.17 -6.50 -1.51
N -5.38 -5.19 0.18
N -4.91 -4.70 -2.21
H -5.84 -5.85 0.77
H -4.84 -4.41 0.54
H -5.23 -4.89 -3.15
H -4.65 -3.81 -1.81
C 1.14 5.17 3.09
O 0.20 4.40 3.20
N 2.18 5.10 3.97
N 1.20 6.07 2.05
H 2.21 4.26 4.55
H 3.04 5.54 3.70
H 0.84 5.69 1.17
H 2.04 6.62 1.99
O -0.65 2.22 -6.66
H -1.54 1.79 -6.79
H -0.93 3.00 -6.12
O 4.21 -3.17 2.96
H 3.39 -2.63 3.02
H 4.44 -3.00 2.02
O -3.38 -3.22 -5.27
H -3.41 -4.06 -4.86
H -3.92 -2.70 -4.64
O 3.61 -3.73 5.77
H 4.29 -3.85 5.11
H 2.79 -3.92 5.30
O -4.58 1.82 4.39
H -4.51 2.26 5.24
H -3.83 1.23 4.42
O 1.69 -2.21 4.60
H 1.27 -1.55 4.04
H 2.07 -1.68 5.29
O 4.18 2.79 -2.64
H 4.15 3.69 -2.33
H 4.80 2.27 -2.14
O -1.81 0.74 4.91
H -1.84 0.94 3.95
H -1.19 -0.02 4.98
O 2.88 3.35 1.84
H 2.48 2.74 2.46
H 3.26 2.77 1.17
O -1.41 2.11 2.52
H -1.03 2.94 2.90
H -2.31 2.24 2.20
O -2.43 0.76 -3.32
H -2.39 1.46 -3.99
H -1.52 0.54 -3.22
O 6.76 2.02 -0.73
H 6.85 1.05 -0.81
H 7.64 2.41 -0.78
O -4.96 0.21 -5.49
H -4.84 0.47 -4.57
H -4.67 -0.73 -5.54
O 1.90 1.55 -5.11
H 1.22 1.40 -5.75
H 1.97 2.50 -5.03
O -3.31 1.09 -7.29
H -3.00 0.59 -8.05
H -3.85 0.53 -6.73
O 1.13 1.98 3.98
H 0.63 1.20 3.69
H 0.75 2.74 3.47
O 4.35 -3.57 -1.78
H 4.70 -3.27 -0.94
H 3.62 -4.13 -1.55
O -0.70 -1.66 6.17
H 0.22 -1.97 6.15
H -1.20 -2.29 6.70
O -3.26 -2.10 3.76
H -2.65 -1.46 4.20
H -2.77 -2.14 2.91
O -4.16 -2.27 -0.32
H -4.85 -2.05 0.35
H -3.37 -1.83 0.06
O 4.48 -0.45 -2.25
H 4.58 -1.38 -2.36
H 4.92 -0.24 -1.43
O 4.40 0.97 0.48
H 5.03 1.70 0.40
H 3.63 1.12 -0.09
O 1.56 -3.80 -0.07
H 1.00 -4.26 0.57
H 1.95 -4.39 -0.71
O -1.29 -1.65 -6.37
H -1.15 -0.92 -5.75
H -1.77 -2.38 -5.89
O 3.48 5.39 -2.03
H 2.80 5.52 -1.33
H 4.01 6.21 -1.97
O 0.88 4.53 -4.09
H 0.12 4.55 -3.48
H 1.51 5.15 -3.71
O 4.72 0.77 -4.67
H 4.97 0.34 -3.84
H 4.85 1.71 -4.44
O -3.93 -1.51 -3.14
H -4.38 -1.54 -2.27
H -3.27 -0.79 -3.14
```

Output
E_HOMO, eV: -8.42
Multiplicity: 1

Atom charges from the Mulliken analysis, given in e for atoms 1 to 4: atom 1 (Hg): 2.713, atom 2 (C): 0.335, atom 3 (C): 0.591, atom 4 (C): -0.414


# 6
Below is an isolated ion of composition HN2O2S and charge -1 at a distorted geometry, with properties calculated with wB97M-V/def2-TZVPD.

```
6
HN2O2S (wB97M-V/def2-TZVPD)
N -1.85 0.87 -0.04
N -0.74 1.39 0.00
O 0.53 0.56 -0.17
O -0.45 2.60 0.01
S -2.31 -0.73 0.01
H 0.09 -0.26 -0.61
```

Output
E_HOMO, eV: -3.24
Net charge: -1
Energy relative to the best compared isomer or geometry (same formula, charge and spin), kJ/mol: 27.7
SMILES: [O-]N(O)N=S
Multiplicity: 1

Atom charges from the Mulliken analysis, given in e for atoms 1 to 4: atom 1 (N): -0.446, atom 2 (N): 0.895, atom 3 (O): -0.494, atom 4 (O): -0.711


- multiplicity of number 6 (HN2O2S)?
  1


- What is the formula in the third record?
  C6H10


- The highest multiplicity belongs to which entry?
  C38H38MnN3O4P2S2


- Among the records above, which one has the highest multiplicity?
  C38H38MnN3O4P2S2